Molecular formula: C43H40N6O2STc
Method: DFT, ωB97M-V/def2-TZVPD

ORCA input file:
```
! wB97M-V def2-TZVPD RIJCOSX def2/J DEFGRID3
* xyz 2 2
Tc -0.840 0.677 0.081
C -3.413 2.483 -3.019
C -2.547 1.620 -2.348
N -2.149 1.817 -1.098
C -2.635 2.898 -0.427
C -3.582 3.767 -1.004
C -3.937 3.559 -2.351
C -4.179 4.766 -0.198
C -3.883 4.831 1.141
C -2.905 4.011 1.705
C -2.183 3.103 0.927
N -1.122 2.318 1.279
C -0.460 2.254 2.491
C -0.465 3.190 3.520
C 0.241 2.972 4.708
C 1.011 1.853 4.881
C 1.138 0.919 3.828
C 2.019 -0.182 3.887
C 2.149 -1.004 2.800
C 1.361 -0.766 1.670
N 0.492 0.229 1.601
C 0.395 1.109 2.644
H -3.673 2.279 -4.048
H -2.188 0.720 -2.827
H -4.628 4.240 -2.832
H -4.901 5.440 -0.642
H -4.403 5.536 1.775
H -2.742 4.084 2.768
H -0.967 4.135 3.396
H 0.189 3.718 5.490
H 1.564 1.691 5.797
H 2.598 -0.345 4.788
H 2.848 -1.830 2.803
H 1.425 -1.401 0.794
C -1.108 -0.979 -1.003
C -1.604 -1.845 -1.716
C -2.238 -2.786 -2.573
C -3.533 -2.482 -3.029
C -4.191 -3.351 -3.878
C -3.578 -4.532 -4.277
C -2.301 -4.841 -3.827
C -1.629 -3.976 -2.981
H -4.004 -1.567 -2.695
H -5.187 -3.112 -4.228
H -4.098 -5.213 -4.937
H -1.831 -5.763 -4.140
H -0.633 -4.211 -2.630
C 4.441 -4.159 -1.568
C 4.902 -2.728 -1.582
C 5.520 -2.168 -2.693
C 5.910 -0.838 -2.704
C 5.685 -0.026 -1.597
N 6.078 1.333 -1.663
C 5.555 2.431 -1.032
O 6.181 3.440 -0.831
N 4.206 2.347 -0.617
C 3.127 1.820 -1.304
C 3.177 1.388 -2.632
C 2.025 0.886 -3.206
C 0.863 0.792 -2.466
N 0.801 1.184 -1.185
C 1.906 1.713 -0.643
C 5.116 -0.590 -0.455
C 4.730 -1.919 -0.460
H 4.679 -4.662 -2.503
H 3.361 -4.210 -1.418
H 4.912 -4.710 -0.753
H 5.701 -2.780 -3.568
H 6.393 -0.422 -3.581
H 6.959 1.524 -2.115
H 4.001 3.022 0.102
H 4.088 1.468 -3.206
H 2.019 0.560 -4.236
H -0.030 0.372 -2.896
H 1.827 2.085 0.373
H 5.013 0.002 0.444
H 4.315 -2.355 0.442
C -4.022 0.533 4.084
C -3.917 -0.828 3.415
S -2.295 -0.985 2.621
O -2.432 -0.052 1.423
C -2.452 -2.680 1.956
C -1.565 -3.634 2.745
H -5.031 0.689 4.462
H -3.807 1.327 3.366
H -3.329 0.616 4.922
H -4.655 -0.958 2.623
H -3.985 -1.646 4.135
H -2.146 -2.593 0.913
H -3.499 -2.976 2.002
H -0.522 -3.317 2.713
H -1.630 -4.636 2.322
H -1.872 -3.694 3.790
*
```

Output
LUMO energy (spin up / spin down) (eV): -7.496 / -7.586

=====

Molecular formula: C43H41IN2O3SSbSiTl
Method: DFT, ωB97M-V/def2-TZVPD

ORCA input file:
```
! wB97M-V def2-TZVPD RIJCOSX def2/J DEFGRID3
* xyz 0 1
Tl -0.186 -0.423 -0.251
C -7.339 -2.403 -2.784
C -6.328 -2.173 -1.699
C -6.628 -1.395 -0.588
C -5.682 -1.172 0.403
C -4.426 -1.739 0.279
C -4.113 -2.540 -0.811
C -5.062 -2.749 -1.792
S -3.175 -1.389 1.471
O -3.810 -0.812 2.627
O -2.366 -2.573 1.611
N -2.218 -0.314 0.749
C -2.357 1.048 0.787
C -3.451 1.815 1.201
C -3.367 3.181 1.069
C -2.219 3.781 0.546
C -1.178 2.959 0.180
N -1.245 1.637 0.314
H -8.216 -1.771 -2.650
H -7.670 -3.444 -2.794
H -6.906 -2.188 -3.761
H -7.610 -0.951 -0.498
H -5.915 -0.573 1.272
H -3.131 -2.982 -0.894
H -4.810 -3.351 -2.654
H -4.327 1.334 1.606
H -4.208 3.794 1.365
H -2.143 4.849 0.423
H -0.261 3.350 -0.241
I 2.504 0.846 -1.107
C 2.976 -1.150 -1.584
C 4.118 -1.297 -2.320
C 4.603 -2.581 -2.636
C 3.946 -3.678 -2.173
C 2.763 -3.549 -1.409
C 2.118 -4.714 -0.922
C 0.978 -4.629 -0.185
C 0.399 -3.366 0.062
C 0.989 -2.220 -0.399
C 2.216 -2.265 -1.120
H 4.665 -0.427 -2.652
H 5.504 -2.679 -3.225
H 4.317 -4.673 -2.381
H 2.561 -5.675 -1.149
H 0.496 -5.520 0.193
H -0.533 -3.315 0.614
O -0.633 0.173 -2.254
Si -1.569 0.274 -3.545
C -0.550 0.794 -5.036
C -1.128 1.216 -6.234
C -0.350 1.524 -7.339
C 1.032 1.414 -7.268
C 1.626 0.996 -6.087
C 0.840 0.691 -4.986
C -2.950 1.527 -3.280
C -4.058 1.169 -2.506
C -5.041 2.093 -2.183
C -4.935 3.403 -2.630
C -3.846 3.779 -3.400
C -2.867 2.848 -3.718
C -2.310 -1.406 -3.971
C -1.692 -2.568 -3.509
C -2.128 -3.826 -3.905
C -3.198 -3.943 -4.780
C -3.837 -2.800 -5.241
C -3.397 -1.549 -4.835
H -2.205 1.312 -6.309
H -0.820 1.852 -8.258
H 1.641 1.653 -8.129
H 2.704 0.909 -6.025
H 1.309 0.370 -4.064
H -4.160 0.148 -2.154
H -5.889 1.790 -1.584
H -5.702 4.126 -2.383
H -3.760 4.798 -3.756
H -2.021 3.160 -4.320
H -0.840 -2.488 -2.841
H -1.627 -4.713 -3.538
H -3.536 -4.922 -5.099
H -4.674 -2.886 -5.922
H -3.906 -0.666 -5.207
C 3.253 0.415 2.861
Sb 1.147 0.024 2.789
C 1.233 -1.814 3.877
C 0.614 1.283 4.436
H 3.595 0.329 3.890
H 3.466 1.414 2.488
H 3.781 -0.307 2.241
H 1.747 -1.654 4.823
H 1.776 -2.551 3.287
H 0.229 -2.187 4.061
H 1.258 1.055 5.284
H -0.424 1.116 4.711
H 0.739 2.326 4.156
*
```

Output
LUMO energy (eV): 0.060

=====

Molecular formula: C43H41NO2P2SSiZn
Method: DFT, ωB97M-V/def2-TZVPD

ORCA input file:
```
! wB97M-V def2-TZVPD RIJCOSX def2/J DEFGRID3
* xyz 0 1
Zn 0.046 -0.120 0.033
O 1.451 -1.492 1.380
P 2.909 -1.804 1.279
C 3.918 -0.415 0.659
P 3.333 0.599 -0.746
O 1.932 1.093 -0.554
C 4.493 1.991 -0.698
C 4.349 2.896 0.350
C 5.124 4.043 0.389
C 6.039 4.298 -0.623
C 6.178 3.408 -1.678
C 5.407 2.254 -1.718
C 3.672 -0.184 -2.328
C 2.932 0.282 -3.414
C 3.177 -0.219 -4.680
C 4.166 -1.179 -4.869
C 4.927 -1.615 -3.796
C 4.687 -1.109 -2.525
C 3.330 -3.278 0.332
C 4.623 -3.546 -0.109
C 4.904 -4.740 -0.756
C 3.897 -5.676 -0.947
C 2.611 -5.421 -0.489
C 2.326 -4.226 0.151
C 3.573 -2.153 2.932
C 2.664 -2.187 3.986
C 3.094 -2.512 5.265
C 4.430 -2.812 5.493
C 5.337 -2.796 4.441
C 4.910 -2.471 3.164
H 4.951 -0.725 0.488
H 3.913 0.306 1.481
H 3.615 2.709 1.120
H 5.003 4.744 1.205
H 6.642 5.197 -0.595
H 6.875 3.614 -2.480
H 5.507 1.563 -2.545
H 2.143 1.005 -3.246
H 2.590 0.129 -5.520
H 4.338 -1.591 -5.855
H 5.708 -2.350 -3.944
H 5.286 -1.452 -1.690
H 5.424 -2.833 0.048
H 5.907 -4.940 -1.108
H 4.116 -6.606 -1.457
H 1.830 -6.157 -0.631
H 1.323 -4.007 0.493
H 1.623 -1.960 3.793
H 2.385 -2.541 6.083
H 4.765 -3.060 6.493
H 6.375 -3.046 4.616
H 5.622 -2.468 2.346
C -3.868 0.248 -0.045
C -3.484 -0.437 -1.317
C -4.476 -0.650 -2.302
C -4.125 -1.205 -3.490
C -2.789 -1.595 -3.711
C -2.390 -2.190 -4.928
C -1.090 -2.567 -5.091
C -0.165 -2.395 -4.050
C -0.506 -1.832 -2.835
S 0.681 -1.786 -1.567
C -1.857 -1.378 -2.661
N -2.227 -0.778 -1.494
H -4.944 0.201 0.119
H -3.580 1.294 -0.112
H -3.352 -0.188 0.809
H -5.500 -0.365 -2.096
H -4.861 -1.366 -4.270
H -3.127 -2.339 -5.708
H -0.767 -3.014 -6.024
H 0.859 -2.724 -4.186
C -1.352 3.058 1.266
Si -0.502 1.442 1.800
C -1.597 0.740 3.188
C 0.998 2.104 2.783
C 1.251 3.472 2.927
C 2.288 3.943 3.727
C 3.110 3.051 4.403
C 2.886 1.686 4.266
C 1.843 1.230 3.469
H -1.514 3.714 2.128
H -2.327 2.887 0.817
H -0.741 3.595 0.535
H -1.570 1.388 4.069
H -1.275 -0.259 3.493
H -2.638 0.668 2.858
H 0.624 4.192 2.414
H 2.453 5.010 3.822
H 3.906 3.415 5.040
H 3.519 0.976 4.791
H 1.670 0.166 3.392
*
```

Output
LUMO energy (eV): 0.378